# 1
A structure of composition C27H24CdN8S4. Source: the OMol25 dataset; level of theory: the ωB97M-V functional and the def2-TZVPD basis.

Geometry as XYZ:
```
64
Properties=species:S:1:pos:R:3:lowdin_charge:R:1
Cd -0.619 -0.011 -1.022 1.1710
S -2.664 1.637 -0.667 0.4468
S -0.543 -0.906 -3.521 0.4137
S -4.641 -3.167 -0.401 1.0470
S 0.451 -3.784 -3.590 1.0032
N -2.625 -1.634 -0.565 -0.0393
N 0.124 -2.417 -1.426 -0.0903
N 1.811 0.207 -0.603 0.0446
N -0.664 3.199 -1.754 -0.0203
N -2.806 3.836 -2.104 -0.0453
N -0.809 -0.619 1.346 0.1052
N 0.170 2.233 -1.296 -0.0655
N -2.049 -1.309 3.056 0.1818
C 3.594 1.737 -0.226 -0.0190
C 4.388 0.710 0.257 -0.0570
C -3.512 -2.236 -1.288 -0.4438
C 3.878 -0.576 0.295 -0.0511
C 2.299 1.453 -0.655 -0.2409
C 1.978 3.892 -1.422 -0.0349
C -0.226 -0.183 2.530 -0.2119
C -0.990 -0.615 3.616 -0.1829
C 0.581 -3.661 -1.034 -0.3479
C -0.644 -0.338 4.934 -0.0196
C -2.393 5.053 -2.775 -0.2602
C 0.004 -2.325 -2.728 -1.2079
C 1.405 2.534 -1.152 -0.2859
C -3.865 -2.715 1.049 -0.3446
C 0.795 -4.058 0.286 -0.0435
C -1.883 -1.272 1.705 -0.2864
C -2.035 6.179 -1.815 -0.0957
C -2.816 -1.895 0.765 -0.3327
C 1.285 0.843 4.043 -0.0807
C 1.261 -5.337 0.533 -0.0960
C 2.579 -0.775 -0.147 -0.1295
C 0.934 0.563 2.738 -0.0014
C 1.510 -6.224 -0.517 -0.1032
C 1.293 -5.844 -1.831 -0.0957
C 0.508 0.398 5.125 -0.0901
C 0.826 -4.560 -2.081 -0.4817
C -1.946 2.943 -1.554 -0.8709
H -3.774 3.705 -1.869 0.0982
H -1.196 5.883 -1.186 0.0593
H 2.163 4.430 -0.488 0.0899
H 2.178 1.421 4.240 0.1021
H 4.462 -1.411 0.655 0.1064
H 3.969 2.749 -0.261 0.1041
H 2.925 3.820 -1.958 0.0795
H -2.825 -1.717 3.545 0.1593
H 1.270 4.470 -2.008 0.0612
H 0.818 0.642 6.132 0.1014
H 1.482 -6.534 -2.642 0.1054
H 1.530 0.912 1.907 0.0925
H 1.876 -7.220 -0.303 0.0979
H 2.130 -1.760 -0.142 0.0824
H -4.207 -3.078 2.004 0.0725
H -2.878 6.424 -1.167 0.0691
H -3.211 5.354 -3.433 0.1100
H 5.395 0.916 0.596 0.1093
H -1.539 4.816 -3.407 0.1024
H 0.596 -3.361 1.092 0.1007
H -1.758 7.080 -2.365 0.0676
H 1.434 -5.654 1.554 0.0979
H -3.537 -2.165 -2.366 0.0847
H -1.244 -0.675 5.769 0.1088
```

Properties
* F_max: 0.258 eV Å⁻¹
* orbital gap: 7.3336 eV
* energy relative to the best compared isomer or geometry (same formula, charge and spin): 0.194 eV
* highest occupied orbital energy: -7.3 eV

---

# 2
A structure of composition C27H24ClFMnN3O3S5. Source: the OMol25 dataset; level of theory: the ωB97M-V functional and the def2-TZVPD basis.

Geometry as XYZ:
```
65
Properties=species:S:1:pos:R:3:lowdin_charge:R:1
Mn -4.005 1.731 0.206 0.4955
Cl -3.700 -4.546 1.971 0.6358
S -9.033 -3.067 -1.323 0.4678
S -8.208 -0.399 -0.290 0.8744
S -4.108 0.074 -1.574 0.5324
S -6.356 1.921 0.163 0.5924
S -6.336 -1.915 -1.833 0.8717
F 1.230 -2.575 0.232 0.0741
O -1.975 1.093 0.285 -0.0905
O -1.679 5.276 -0.310 0.0303
O -3.126 3.595 0.021 -0.0890
N 5.971 -2.275 -1.207 0.0430
N 3.696 -1.529 -0.575 -0.1232
N 1.569 2.873 -0.668 0.0272
C -3.818 -2.814 2.131 -0.6653
C -2.674 -2.080 2.407 -0.1223
C 4.131 3.423 -0.521 -0.0851
C -2.761 -0.704 2.502 -0.0668
C 3.799 3.271 -1.994 -0.0819
C -0.813 3.098 -0.238 -0.0075
C 2.640 0.649 -0.617 0.0632
C 1.297 -1.252 -0.037 -0.1899
C 4.412 -1.875 0.646 -0.1217
C -6.648 0.355 -0.542 -1.1564
C -0.938 1.698 -0.002 -0.2673
C 2.740 3.659 -1.014 -0.2277
C 3.562 -2.699 -1.439 -0.1249
C -4.046 1.435 2.313 -0.1334
C -7.923 -1.856 -1.165 -1.5350
C 2.529 -0.710 -0.412 -0.1698
C -5.757 -0.367 -1.261 -1.1642
C 0.301 0.908 -0.132 -0.0210
C 0.412 3.587 -0.539 0.0447
C 1.528 1.498 -0.472 -0.0937
C -1.977 4.095 -0.168 -0.5998
C -5.047 -2.192 1.995 -0.0883
C 5.898 -2.015 0.275 -0.0725
C -5.121 -0.813 2.106 -0.0442
C 4.965 -3.307 -1.626 -0.0709
C 0.190 -0.467 0.082 0.1080
C -3.980 -0.032 2.335 -0.3145
H 3.148 -2.377 -2.393 0.1421
H 3.772 2.280 -2.423 0.0880
H 5.167 -3.583 -2.658 0.1353
H 6.389 -2.846 0.777 0.1343
H 4.340 2.540 0.063 0.0839
H 0.480 4.656 -0.699 0.1404
H 4.292 -1.083 1.381 0.1413
H 2.907 -3.470 -1.028 0.1259
H -6.078 -0.323 1.983 0.0923
H 4.035 -2.804 1.093 0.1367
H 4.133 4.035 -2.681 0.1042
H 6.457 -1.100 0.459 0.1336
H -1.868 -0.126 2.707 0.1086
H -3.143 1.940 2.650 0.0670
H 4.687 4.296 -0.209 0.1038
H 6.915 -2.542 -1.482 0.1828
H 5.723 -1.400 -1.675 0.1793
H -0.779 -0.878 0.344 0.1381
H -1.728 -2.591 2.542 0.0959
H 5.135 -4.174 -0.990 0.1365
H -4.952 1.867 2.720 0.0507
H 3.608 1.009 -0.918 0.0869
H 2.452 4.698 -1.057 0.1455
H -5.933 -2.775 1.784 0.1131
```

Properties
* <S²>: 6.42
* F_max: 0.259 eV Å⁻¹
* orbital gap (spin up / spin down): 3.3570 / 3.4556 eV
* energy relative to the best compared isomer or geometry (same formula, charge and spin): 0.000 eV
* spin multiplicity: 5
* highest occupied orbital energy (spin up / spin down): -5.5 / -5.6 eV

---

# 3
A structure of composition C27H24GeMnSTe. Source: the OMol25 dataset; level of theory: the ωB97M-V functional and the def2-TZVPD basis.

Geometry as XYZ:
```
55
Properties=species:S:1:pos:R:3:lowdin_charge:R:1
Te 2.704 1.753 -0.939 0.9706
Ge -0.516 0.560 -0.748 0.8745
Mn 1.217 0.922 1.021 0.3718
S 1.173 4.210 -2.462 0.9267
C -2.387 0.332 1.442 -0.1029
C 0.258 -3.743 2.748 -0.0577
C 2.445 0.150 3.021 -0.0787
C -1.423 -2.009 2.606 -0.1805
C 0.851 -1.428 -2.479 -0.1588
C -1.295 -0.280 0.867 -0.2851
C 1.095 0.139 3.367 -0.0793
C -0.307 -2.755 -4.112 -0.0696
C -2.562 -1.356 3.141 -0.0093
C 1.510 2.523 -2.474 -1.0535
C -0.332 -0.781 -2.139 -0.3341
C 1.047 1.942 -3.622 -0.2489
C 0.359 -2.133 0.956 -0.0612
C -1.492 -2.118 -3.785 -0.0689
C -0.875 -3.153 3.235 -0.0229
C 3.068 1.344 2.651 -0.1213
C -3.039 -0.211 2.569 -0.0602
C 0.376 2.862 -4.468 -0.1794
C 0.371 4.130 -3.967 -0.4074
C 2.334 2.526 2.608 -0.1207
C -1.503 -1.136 -2.804 -0.0986
C 0.973 2.513 2.917 -0.0796
C 0.866 -2.408 -3.457 -0.0706
C -0.799 -1.482 1.452 -0.2150
C -1.659 2.035 -1.284 -0.2047
C 0.355 1.322 3.302 -0.0767
C 0.879 -3.227 1.592 -0.0531
H -0.692 1.315 3.579 0.1246
H 1.796 -2.896 -3.714 0.1094
H -0.066 2.593 -5.414 0.1095
H 1.759 -3.714 1.195 0.1142
H -3.043 -1.780 4.013 0.1218
H -1.749 2.803 -0.519 0.0303
H -2.654 1.651 -1.509 0.0369
H 3.020 -0.765 3.079 0.1329
H 2.821 3.455 2.340 0.1284
H -3.914 0.282 2.972 0.1133
H 0.407 3.435 2.894 0.1325
H 4.125 1.357 2.418 0.1306
H -2.410 -2.380 -4.292 0.1090
H -0.295 -3.518 -4.877 0.1090
H 0.633 -0.778 3.700 0.1193
H -1.248 2.483 -2.183 -0.0015
H -1.364 -3.546 4.116 0.1206
H 0.671 -4.615 3.237 0.1121
H 1.786 -1.148 -1.998 0.0660
H 1.177 0.900 -3.866 0.0951
H 0.826 -1.782 0.036 0.0733
H -2.445 -0.653 -2.569 0.1010
H -0.055 5.012 -4.414 0.0717
H -2.779 1.249 1.019 0.0950
```

Properties
* charge: +1
* <S²>: 6.41
* F_max: 0.779 eV Å⁻¹
* orbital gap (spin up / spin down): 6.8457 / 6.6541 eV
* energy relative to the best compared isomer or geometry (same formula, charge and spin): 0.000 eV
* spin multiplicity: 5
* highest occupied orbital energy (spin up / spin down): -10.8 / -10.5 eV

---

# 4
A structure of composition C27H24IrN6 in a non-equilibrium geometry. Source: the OMol25 dataset; level of theory: the ωB97M-V functional and the def2-TZVPD basis.

Geometry as XYZ:
```
58
Properties=species:S:1:pos:R:3:lowdin_charge:R:1
Ir -0.094 0.338 0.063 1.3573
N -3.530 3.114 -0.424 -0.2745
N 2.333 -0.145 2.254 0.1896
N 1.913 0.182 -0.064 -0.0864
N -2.003 -0.452 -0.111 -0.0904
N 0.010 -0.482 1.908 -0.0034
N -2.325 -0.805 2.225 0.1875
C 0.225 5.202 -0.350 -0.0513
C 3.772 0.005 -1.564 -0.0332
C -2.475 2.721 0.472 -0.1877
C -3.728 -1.204 -1.599 -0.0416
C -1.131 3.246 0.031 -0.2459
C -4.558 -1.509 -0.503 -0.0337
C -1.116 -0.567 2.691 -0.2432
C -0.765 -0.136 6.422 -0.0409
C 1.355 0.037 5.256 0.0189
C 4.653 -0.157 -0.479 -0.0317
C -0.117 2.402 -0.448 -0.1865
C -3.331 2.863 -1.824 -0.0744
C 1.100 -0.243 2.702 -0.2468
C -4.860 2.847 0.043 -0.0867
C 2.438 0.163 -1.301 -0.1719
C -4.071 -1.346 0.761 0.0151
C 2.744 -0.053 1.006 -0.3057
C -2.487 -0.685 -1.348 -0.1572
C 0.674 -0.197 4.066 -0.0858
C 1.213 4.396 -0.887 -0.0707
C -0.731 -0.405 4.060 -0.0844
C 0.616 0.076 6.423 -0.0415
C 4.142 -0.194 0.783 0.0215
C -0.955 4.625 0.078 -0.0240
C 1.042 3.021 -0.930 -0.1159
C -1.452 -0.388 5.250 0.0175
C -2.751 -0.862 0.978 -0.3267
H -1.827 -0.432 -2.172 0.1126
H -4.053 -1.372 -2.611 0.1155
H -2.516 -0.553 5.246 0.1221
H -2.401 1.621 0.539 0.0703
H 0.372 6.267 -0.258 0.1129
H 1.857 2.446 -1.345 0.0697
H -2.726 3.095 1.469 0.1328
H -4.976 3.225 1.056 0.0877
H 4.759 -0.341 1.653 0.1215
H -5.081 1.770 0.044 0.0777
H 2.135 4.830 -1.250 0.1106
H -1.300 -0.100 7.359 0.1149
H -4.106 3.376 -2.393 0.0922
H -5.580 3.342 -0.606 0.0886
H 1.731 0.297 -2.115 0.1138
H -3.398 1.790 -2.055 0.0679
H -4.644 -1.604 1.636 0.1211
H -2.356 3.237 -2.135 0.0852
H -5.553 -1.890 -0.668 0.1191
H 4.128 0.035 -2.580 0.1157
H -1.755 5.240 0.466 0.1260
H 1.110 0.284 7.360 0.1145
H 5.712 -0.253 -0.658 0.1189
H 2.420 0.204 5.263 0.1234
```

Properties
* charge: +1
* F_max: 3.893 eV Å⁻¹
* orbital gap: 5.5200 eV
* highest occupied orbital energy: -10.4 eV